[1]
102
Properties=species:S:1:pos:R:3:mulliken_charge:R:1 method="wB97M-V/def2-TZVPD" e_homo_ev=-8.45 max_force_ha_per_bohr=0.033 e_tot_ev=-162480.4402 homo_lumo_gap_ev=8.5 smiles="CCSC[C@](O[C@@H](CCCC(=O)O)C[C@H](C)Br)([C@@H](Cl)[C@H](C)Cl)[C@](CCCC(=O)O)(OCCC=O)[C@@H](I)CC.CCCCCC" lumo_energy_ev=0.06
C 3.22 1.50 1.79 -1.21
C 2.77 0.32 0.94 0.26
S 1.06 -0.12 1.33 0.17
C 0.79 -1.46 0.15 -1.84
C -0.33 -1.25 -0.94 0.16
O -0.50 0.14 -1.03 -0.43
C -1.67 0.97 -1.09 2.46
C -1.38 2.16 -0.14 -0.79
C -1.87 2.07 1.31 -0.47
C -3.34 1.67 1.52 0.00
C -4.14 2.72 2.25 0.18
O -3.76 3.30 3.20 -0.50
O -5.38 3.00 1.71 -0.50
C -1.83 1.51 -2.53 -0.81
C -3.21 1.89 -3.08 0.41
C -3.06 2.76 -4.33 -1.51
Br -4.34 2.86 -1.81 -0.13
C -1.55 -2.11 -0.40 -0.74
Cl -1.93 -1.46 1.23 -0.08
C -2.83 -2.46 -1.16 0.64
C -3.62 -1.42 -1.93 -0.25
Cl -4.03 -3.24 -0.04 -0.18
C 0.28 -1.74 -2.34 1.42
C 1.54 -0.91 -2.73 -1.68
C 1.39 0.55 -3.17 0.20
C 2.76 1.07 -3.66 -0.57
C 2.75 2.56 -3.79 0.21
O 3.31 3.31 -3.07 -0.55
O 1.96 2.99 -4.81 -0.44
O -0.78 -1.53 -3.29 -0.28
C -0.49 -1.58 -4.68 -0.51
C -1.32 -2.65 -5.40 -0.63
C -2.76 -2.65 -4.98 0.00
O -3.33 -3.62 -4.60 -0.49
C 0.68 -3.26 -2.53 -1.79
I 2.37 -4.04 -1.43 0.12
C -0.41 -4.33 -2.52 0.81
C 0.00 -5.60 -3.29 -1.80
H 4.24 1.75 1.50 0.45
H 3.25 1.26 2.86 0.08
H 2.60 2.38 1.63 0.33
H 2.85 0.57 -0.12 -0.13
H 3.41 -0.55 1.14 0.41
H 1.76 -1.58 -0.32 0.29
H 0.61 -2.37 0.73 0.50
H -2.58 0.49 -0.73 -1.04
H -1.75 3.09 -0.59 0.67
H -0.28 2.24 -0.11 -0.05
H -1.74 3.07 1.75 0.79
H -1.22 1.42 1.91 -0.19
H -3.38 0.78 2.17 0.29
H -3.86 1.39 0.60 -0.11
H -5.94 2.21 1.76 0.34
H -1.20 2.40 -2.62 0.85
H -1.42 0.78 -3.23 -0.90
H -3.79 1.02 -3.34 0.29
H -4.01 2.80 -4.87 0.43
H -2.28 2.35 -4.98 0.36
H -2.82 3.78 -4.05 0.39
H -1.08 -3.08 -0.19 1.16
H -2.63 -3.32 -1.80 -0.34
H -4.15 -0.75 -1.25 0.38
H -4.38 -1.94 -2.52 0.69
H -2.98 -0.85 -2.60 -0.88
H 2.29 -0.95 -1.94 0.95
H 2.01 -1.44 -3.57 0.48
H 1.07 1.19 -2.35 -0.16
H 0.68 0.66 -3.98 0.22
H 3.53 0.82 -2.92 0.40
H 3.04 0.59 -4.61 0.45
H 2.26 3.87 -5.05 0.35
H 0.56 -1.78 -4.91 0.24
H -0.70 -0.60 -5.12 0.50
H -0.91 -3.65 -5.31 0.12
H -1.30 -2.39 -6.47 0.61
H -3.30 -1.68 -5.02 0.36
H 1.11 -3.29 -3.54 0.51
H -0.66 -4.63 -1.50 0.26
H -1.28 -3.91 -3.03 -0.46
H 0.59 -5.37 -4.18 0.32
H -0.91 -6.14 -3.59 0.46
H 0.56 -6.28 -2.64 0.46
C 1.21 2.04 5.74 -1.12
C 2.71 2.08 6.02 -0.47
C 3.32 0.72 6.33 -0.49
C 2.75 0.03 7.58 -0.86
C 2.88 0.84 8.87 -0.39
C 4.32 1.14 9.26 -1.19
H 0.64 1.69 6.60 0.31
H 0.83 3.03 5.49 0.40
H 0.99 1.38 4.90 0.18
H 2.90 2.78 6.84 0.36
H 3.22 2.50 5.15 0.38
H 4.40 0.82 6.43 0.33
H 3.16 0.06 5.47 0.29
H 3.26 -0.93 7.71 0.41
H 1.70 -0.21 7.41 0.33
H 2.40 0.28 9.68 0.37
H 2.32 1.78 8.78 0.23
H 4.89 0.22 9.38 0.29
H 4.37 1.68 10.20 0.38
H 4.83 1.75 8.51 0.28

[2]
37
Properties=species:S:1:pos:R:3:mulliken_charge:R:1 method="wB97M-V/def2-TZVPD" e_homo_ev=-9.22 max_force_ha_per_bohr=0.074 e_tot_ev=-23974.2230 homo_lumo_gap_ev=9.4 smiles="C/C=C/O.O.O.O.O.O.O.O.O.O" relative_energy_ev=0.163 lumo_energy_ev=0.19
C -0.75 -3.69 -0.88 -0.82
C -0.89 -2.57 -1.91 -0.44
C -1.06 -1.36 -1.45 0.31
O -1.16 -0.20 -2.26 -0.49
H -0.36 -4.66 -1.40 0.28
H -0.06 -3.44 -0.08 0.13
H -1.74 -3.77 -0.45 0.28
H -0.74 -2.78 -2.97 0.29
H -1.13 -0.88 -0.49 0.14
H -1.35 -0.45 -3.21 0.26
O -1.26 2.97 -0.64 -0.59
H -1.62 3.42 0.12 0.25
H -1.85 2.33 -1.06 0.32
O 1.03 2.39 2.02 -0.73
H 1.46 3.08 2.54 0.28
H 1.19 2.65 1.06 0.43
O 2.42 -3.02 1.34 -0.67
H 1.76 -2.34 1.41 0.35
H 2.35 -3.52 0.53 0.29
O 0.01 -1.63 2.33 -0.73
H -0.01 -1.09 1.51 0.34
H 0.79 -1.18 2.73 0.41
O -3.42 1.27 -0.46 -0.65
H -2.67 0.78 -0.12 0.24
H -3.95 1.49 0.31 0.33
O 0.98 -0.18 0.41 -0.53
H 1.12 0.39 1.16 0.33
H 0.35 0.30 -0.14 0.28
O -1.20 1.16 1.90 -0.58
H -0.40 1.71 2.02 0.37
H -1.04 0.44 2.56 0.32
O 3.32 1.23 -1.69 -0.63
H 2.76 1.46 -0.95 0.33
H 3.31 0.28 -1.78 0.33
O 1.21 3.29 -0.34 -0.62
H 0.54 3.14 -1.00 0.36
H 2.05 2.97 -0.66 0.22

[3]
17
Properties=species:S:1:pos:R:3:mulliken_charge:R:1 method="wB97M-V/def2-TZVPD" e_homo_ev=-8.79 max_force_ha_per_bohr=0.067 e_tot_ev=-44833.2595 homo_lumo_gap_ev=9.0 smiles="O=S(=O)([O-])[N@@+]1(S)C=CN(S)C1" relative_energy_ev=1.611 lumo_energy_ev=0.18
O 3.15 -0.17 -0.48 -0.52
S 2.12 -0.69 0.33 1.13
O 1.46 -1.90 -0.04 -0.53
O 2.08 -0.33 1.71 -0.52
N 0.61 0.48 -0.30 0.01
S 1.45 2.05 -0.29 -0.06
C -0.11 0.19 -1.54 -0.54
C -1.36 -0.20 -1.25 -0.21
N -1.52 -0.34 0.20 0.04
S -2.92 -0.53 1.06 -0.20
C -0.37 0.17 0.80 -0.69
H 0.40 2.86 -0.61 0.17
H 0.25 0.26 -2.56 0.44
H -2.14 -0.69 -1.78 0.45
H -2.64 -1.73 1.83 0.15
H -0.46 1.09 1.38 0.39
H -0.01 -0.50 1.54 0.48

[4]
71
Properties=species:S:1:pos:R:3:mulliken_charge:R:1 method="wB97M-V/def2-TZVPD" total_charge=+1 e_homo_ev=-11.61 max_force_ha_per_bohr=0.034 e_tot_ev=-62334.7111 homo_lumo_gap_ev=7.9 lumo_energy_ev=-3.76
C 6.42 2.46 -0.25 -1.00
C 6.46 1.38 -1.36 -0.37
O 5.53 1.79 -2.38 -0.24
C 5.11 0.72 -3.16 -0.71
S 4.05 1.27 -4.54 0.07
C 4.21 3.10 -4.69 -0.38
O 4.93 3.41 -5.86 -0.24
N 4.09 4.29 -6.68 0.16
O 4.35 5.39 -6.49 -0.14
C 2.28 0.97 -4.16 -0.97
C 2.01 0.60 -2.72 0.50
C 2.22 1.47 -1.64 -0.01
C 1.92 1.13 -0.35 -1.32
C 1.37 -0.14 -0.04 -0.64
C 1.19 -1.00 -1.11 -0.85
C 1.49 -0.66 -2.43 1.44
C 1.19 -1.71 -3.51 -1.79
H 5.49 3.03 -0.39 0.27
H 6.43 1.99 0.74 0.30
H 7.26 3.15 -0.38 0.32
H 6.14 0.40 -0.95 0.33
H 7.48 1.28 -1.74 0.32
H 6.00 0.28 -3.65 0.63
H 4.63 -0.10 -2.60 0.48
H 3.19 3.51 -4.81 0.49
H 4.64 3.56 -3.79 0.42
H 1.90 0.24 -4.88 0.56
H 1.74 1.91 -4.37 0.43
H 2.61 2.47 -1.85 0.33
H 2.08 1.84 0.48 0.63
H 1.10 -0.45 0.96 0.56
H 0.76 -1.98 -0.89 0.31
H 0.28 -1.39 -4.03 0.38
H 2.01 -1.73 -4.23 0.37
H 1.03 -2.69 -3.06 0.40
C -1.48 1.71 4.55 -0.43
C -0.32 1.70 3.90 -0.28
C -0.18 2.32 2.57 0.36
O 0.88 2.28 1.98 -0.57
C -1.37 2.97 1.98 -0.32
C -2.54 2.99 2.63 -0.43
C -2.68 2.37 3.97 0.34
O -3.74 2.38 4.56 -0.57
H -1.61 1.26 5.52 0.43
H 0.56 1.23 4.31 0.44
H -1.25 3.43 1.01 0.46
H -3.42 3.46 2.22 0.45
C -3.99 -1.84 -0.66 -0.53
C -3.30 -1.01 0.11 -0.35
C -2.28 -1.52 1.06 0.31
O -1.65 -0.76 1.77 -0.52
C -2.06 -2.98 1.11 -0.10
C -2.75 -3.81 0.34 -0.45
C -3.77 -3.31 -0.61 0.37
O -4.40 -4.06 -1.32 -0.57
H -4.74 -1.49 -1.36 0.46
H -3.44 0.06 0.09 0.52
H -1.31 -3.33 1.81 0.52
H -2.60 -4.89 0.36 0.40
C -5.63 -1.84 4.22 -0.57
C -4.89 -2.49 3.33 0.20
C -5.05 -3.95 3.11 0.44
O -4.38 -4.56 2.30 -0.45
C -6.07 -4.65 3.93 -0.47
C -6.81 -4.00 4.83 -0.46
C -6.65 -2.54 5.04 0.25
O -7.32 -1.95 5.85 -0.52
H -5.52 -0.77 4.39 0.54
H -4.15 -1.99 2.73 0.22
H -6.17 -5.71 3.76 0.43
H -7.55 -4.50 5.43 0.41

[5]
12
Properties=species:S:1:pos:R:3:mulliken_charge:R:1 method="wB97M-V/def2-TZVPD" e_homo_ev=-8.71 max_force_ha_per_bohr=0.027 e_tot_ev=-18030.7374 homo_lumo_gap_ev=9.5 relative_energy_ev=4.068 lumo_energy_ev=0.77
H -0.53 -1.86 3.65 0.27
N 0.39 -1.49 3.37 -0.64
N 0.30 -0.66 2.47 0.66
O -0.69 -0.21 1.90 -0.54
H 1.23 -0.29 2.17 0.26
C -0.47 0.09 -2.57 -0.66
C -0.51 0.88 -1.51 0.06
S 0.89 1.62 -0.76 -0.21
H -1.38 -0.30 -2.98 0.25
H 0.45 -0.18 -3.04 0.17
H -1.42 1.14 -1.00 0.27
H 1.76 1.25 -1.71 0.11

[6]
33
Properties=species:S:1:pos:R:3:mulliken_charge:R:1 method="wB97M-V/def2-TZVPD" e_homo_ev=-9.88 max_force_ha_per_bohr=0.021 e_tot_ev=-22879.9932 homo_lumo_gap_ev=9.2 smiles=O.O.O.O.O.O.O.O.O.O.O relative_energy_ev=1.521 lumo_energy_ev=-0.64
O -8.70 12.40 2.65 -0.68
H -7.91 11.88 2.90 0.35
H -8.64 12.49 1.69 0.27
O -6.12 11.34 2.94 -0.71
H -6.06 10.65 3.62 0.30
H -5.68 10.96 2.17 0.31
O -7.15 13.78 5.63 -0.53
H -7.21 13.44 4.74 0.14
H -7.88 14.42 5.70 0.41
O -9.02 15.25 3.09 -0.63
H -9.50 15.53 2.30 0.27
H -8.82 14.30 2.93 0.28
O -10.30 13.37 7.76 -0.59
H -10.07 13.15 6.85 0.37
H -11.04 13.98 7.68 0.28
O -7.46 13.65 8.68 -0.65
H -8.28 13.14 8.64 0.32
H -7.32 13.95 7.78 0.35
O -9.19 15.80 5.86 -0.67
H -9.40 15.57 4.93 0.34
H -9.69 16.59 6.06 0.30
O -10.30 12.12 5.01 -0.61
H -9.44 11.88 4.66 0.33
H -10.77 12.51 4.26 0.28
O -5.31 13.79 2.12 -0.63
H -4.38 14.03 2.08 0.32
H -5.33 12.93 2.58 0.38
O -4.35 13.30 6.59 -0.59
H -4.10 12.38 6.67 0.30
H -5.21 13.31 6.15 0.33
O -7.72 17.68 3.69 -0.61
H -8.24 18.37 4.11 0.31
H -8.28 16.88 3.72 0.37

[7]
18
Properties=species:S:1:pos:R:3:mulliken_charge:R:1 method="wB97M-V/def2-TZVPD" total_charge=+1 e_homo_ev=-14.59 max_force_ha_per_bohr=0.052 e_tot_ev=-10713.3647 homo_lumo_gap_ev=11.1 smiles="C[N@@H+]1CN=NN1CN" relative_energy_ev=4.058 lumo_energy_ev=-3.52
C 0.66 -0.81 -1.59 -0.95
N 0.36 -0.34 -0.28 0.19
C 1.12 -1.07 0.79 -0.35
N 0.18 -1.43 1.78 -0.14
N -0.95 -1.23 1.43 -0.22
N -1.00 -0.43 0.24 -0.06
C -1.50 0.99 0.41 -0.43
N -0.37 1.90 0.25 -0.60
H 0.39 -1.86 -1.71 0.32
H 0.29 -0.24 -2.39 0.34
H 1.72 -0.72 -1.66 0.48
H 0.60 0.68 -0.14 0.55
H 1.90 -0.33 1.22 0.32
H 1.48 -2.00 0.24 0.35
H -2.09 1.05 1.36 0.37
H -2.17 1.10 -0.37 0.30
H -0.19 2.37 1.12 0.24
H -0.44 2.37 -0.70 0.31

[8]
39
Properties=species:S:1:pos:R:3:mulliken_charge:R:1 method="wB97M-V/def2-TZVPD" e_homo_ev=-8.44 max_force_ha_per_bohr=0.065 e_tot_ev=-36628.6740 homo_lumo_gap_ev=5.2 relative_energy_ev=4.896 lumo_energy_ev=-3.24
Cd 1.22 0.61 0.38 0.79
I 4.65 0.90 -0.61 -0.45
I -0.01 2.35 3.25 -0.45
C 1.36 -4.26 3.05 -1.44
C 1.75 -2.81 3.11 0.56
C 3.19 -2.54 3.50 -1.27
O 1.52 -2.29 1.80 -0.43
H 1.46 -4.68 4.05 0.37
H 1.99 -4.80 2.34 0.40
H 0.34 -4.40 2.68 0.35
H 1.04 -2.28 3.75 0.22
H 3.44 -2.87 4.51 0.38
H 3.35 -1.47 3.56 0.34
H 3.97 -2.94 2.85 0.29
H 1.63 -3.02 1.19 0.27
C -3.91 -0.73 -0.54 -1.34
C -2.64 -1.57 -0.30 0.36
C -2.74 -2.97 -0.91 -1.15
O -1.51 -0.90 -0.88 -0.43
H -4.87 -1.18 -0.30 0.36
H -3.96 -0.50 -1.61 0.37
H -3.92 0.15 0.10 0.32
H -2.44 -1.66 0.76 0.30
H -3.74 -3.39 -0.76 0.36
H -2.00 -3.63 -0.47 0.26
H -2.65 -2.95 -2.00 0.32
H -1.84 -0.75 -1.76 0.32
C 1.16 4.24 -3.62 -1.36
C 0.74 4.34 -2.10 0.39
C -0.26 5.46 -1.87 -1.28
O 0.19 3.12 -1.80 -0.44
H 1.65 5.12 -4.05 0.38
H 0.26 4.19 -4.23 0.39
H 1.91 3.46 -3.79 0.33
H 1.66 4.51 -1.54 0.29
H -0.56 5.49 -0.82 0.34
H -1.24 5.32 -2.31 0.30
H 0.17 6.45 -2.06 0.37
H -0.36 2.87 -2.55 0.32